Entry 1:
{
  "formula": "C14H26N3O4PS",
  "method": "wB97M-V/def2-TZVPD",
  "homo_lumo_gap_ha": 0.257,
  "molar_mass_g_mol": 363.42,
  "spin_multiplicity": 1,
  "homo_energy_ev": -8.366,
  "elements": ["N", "P", "C", "C", "C", "C", "C", "N", "S", "N", "C", "H", "H", "H", "H", "H", "H", "C", "O", "C", "C", "O", "C", "H", "H", "H", "H", "H", "H", "H", "H", "H", "H", "C", "O", "C", "C", "O", "C", "H", "H", "H", "H", "H", "H", "H", "H", "H", "H"],
  "positions_angstrom": [[-4.324106, 2.398324, 2.997826], [-4.095437, 1.075344, 2.120179], [-2.529100, 1.402074, 1.119187], [-2.503927, 2.661718, 0.399312], [-1.265096, 3.012808, -0.385227], [-0.111959, 2.142426, -0.434860], [-0.168139, 0.832245, 0.280368], [0.834002, -0.128580, 0.343493], [0.174355, -1.333545, 1.277285], [-1.343373, -0.796162, 1.725225], [-1.396000, 0.431138, 1.088241], [-4.278908, 2.168760, 3.994452], [-3.910792, -0.046752, 2.998429], [-5.227069, 0.880451, 1.271926], [-3.384264, 3.344711, 0.437388], [-1.235735, 3.984866, -0.929246], [0.805294, 2.413617, -1.003831], [3.560313, 0.479793, 1.347880], [4.700370, 0.031329, 2.069044], [5.717597, -0.479652, 1.215925], [6.835641, 0.532847, 1.016362], [6.382320, 1.669431, 0.288578], [6.120567, 2.783958, 1.125428], [2.938477, 1.068741, 2.024147], [3.838694, 1.107251, 0.496959], [2.984095, -0.375247, 0.998988], [5.299287, -0.792759, 0.253664], [6.131510, -1.365892, 1.708028], [7.629604, 0.068764, 0.424919], [7.259036, 0.833154, 1.980673], [7.063241, 3.240083, 1.445795], [5.531775, 2.505787, 2.003688], [5.556962, 3.518893, 0.548435], [-4.292377, -3.063483, -0.647279], [-4.365359, -1.850038, -1.380461], [-3.089258, -1.243173, -1.557065], [-2.541349, -1.496400, -2.953252], [-2.242974, -2.874240, -3.150906], [-3.241719, -3.546815, -3.900389], [-5.243936, -3.585079, -0.757944], [-3.494827, -3.713617, -1.014684], [-4.131732, -2.848520, 0.414538], [-2.384870, -1.587684, -0.792888], [-3.228234, -0.164626, -1.425582], [-1.603961, -0.945136, -3.068652], [-3.244096, -1.138481, -3.713218], [-3.161600, -3.274729, -4.958084], [-4.247709, -3.317083, -3.538861], [-3.075238, -4.620823, -3.803935]],
  "atomic_forces_ev_per_a": [[-0.10, -1.17, -0.25], [0.68, 2.34, 1.73], [-0.22, 0.51, -1.32], [2.05, -2.54, 0.36], [0.70, -1.81, 0.82], [-2.26, 0.10, 0.81], [-0.48, -0.27, 0.72], [-3.59, 0.55, 0.82], [-0.25, 0.65, -0.12], [2.19, 2.27, -2.36], [0.02, 1.43, -0.74], [-0.04, 0.28, -0.40], [-0.01, -0.03, -1.18], [0.81, -0.51, -0.16], [0.96, -0.64, 0.02], [-0.01, -0.96, 0.53], [-0.91, -0.25, 0.54], [0.18, -0.13, 0.22], [0.07, 0.19, -0.26], [0.13, 0.09, 0.47], [-0.20, -0.08, -0.40], [-0.08, -0.02, 0.28], [0.02, 0.06, -0.09], [0.05, -0.09, 0.05], [0.00, -0.04, -0.03], [0.14, 0.08, -0.08], [0.03, 0.09, -0.01], [0.03, 0.00, -0.05], [0.04, -0.03, 0.02], [-0.07, -0.03, -0.01], [-0.04, 0.04, 0.09], [0.04, -0.02, -0.02], [0.07, -0.09, -0.05], [-0.14, 0.05, 0.02], [0.25, -0.18, 0.05], [-0.33, 0.21, -0.32], [0.27, -0.21, 0.29], [-0.28, 0.09, 0.01], [0.09, -0.08, -0.04], [0.01, 0.11, -0.01], [0.02, 0.04, 0.01], [0.07, -0.10, 0.03], [0.01, -0.07, -0.07], [0.07, 0.01, 0.00], [0.00, 0.06, 0.00], [-0.02, -0.01, 0.07], [-0.10, -0.01, -0.02], [0.04, 0.03, -0.01], [0.09, 0.09, 0.02]]
}

***

Entry 2:
{
  "formula": "CH7NOS2",
  "method": "wB97M-V/def2-TZVPD",
  "homo_lumo_gap_ha": [0.118, 0.202],
  "molar_mass_g_mol": 113.21,
  "spin_multiplicity": 2,
  "e_above_lowest_ev": 0.2920,
  "charge": -1,
  "homo_energy_ev": [-0.571, -2.882],
  "elements": ["S", "S", "H", "H", "N", "C", "O", "H", "H", "H", "H", "H"],
  "positions_angstrom": [[-0.501454, -2.609649, -0.801568], [-1.531309, -2.677180, 1.258652], [-0.011657, -1.332050, -0.736645], [-2.189054, -3.960629, 1.098392], [1.286610, 2.355190, 0.305189], [1.587661, 3.769804, 0.051659], [0.987711, 4.280416, -1.135898], [2.102544, 1.843408, -0.032199], [0.557033, 1.961607, -0.287704], [1.327995, 4.330469, 0.979220], [2.670950, 3.856001, -0.013875], [1.635701, 4.269974, -1.845396]],
  "atomic_forces_ev_per_a": [[1.43, 0.51, -2.45], [-2.08, -1.82, 2.21], [-0.38, -0.63, 0.16], [1.04, 1.95, 0.07], [1.01, -0.25, -0.67], [-0.06, -0.63, 0.52], [-0.07, 0.36, 0.60], [-0.19, -0.16, 0.34], [-0.35, 0.63, 0.28], [-0.52, 0.10, -1.10], [0.19, 0.06, -0.05], [-0.02, -0.12, 0.08]]
}

***

Entry 3:
{
  "formula": "C4H2F4N2O3S",
  "method": "wB97M-V/def2-TZVPD",
  "homo_lumo_gap_ha": [0.208, 0.351],
  "molar_mass_g_mol": 234.13,
  "spin_multiplicity": 3,
  "homo_energy_ev": [-5.861, -11.223],
  "elements": ["C", "C", "C", "C", "N", "N", "O", "O", "O", "F", "F", "F", "F", "S", "H", "H"],
  "positions_angstrom": [[-1.181956, -0.560435, -0.111724], [0.265573, 2.720383, 1.670705], [-0.389822, -1.796924, -0.509239], [0.248617, -1.470364, -1.831908], [0.682813, 1.762430, 2.374104], [1.088652, 0.861010, 2.910094], [-1.997969, -0.556916, 0.738472], [1.702025, 0.527963, -0.659163], [-0.847094, 0.499471, -0.829057], [0.582470, -2.067730, 0.362204], [-1.203313, -2.843869, -0.510853], [-0.481156, -1.450105, -2.964634], [1.366234, -2.168769, -2.028426], [0.683070, 0.350210, -1.625976], [0.018154, 3.721862, 2.067999], [-0.536298, 2.471785, 0.947403]],
  "atomic_forces_ev_per_a": [[-0.21, -0.58, 1.05], [-3.56, 1.92, -1.51], [-0.66, -0.66, 0.02], [1.51, 0.69, -0.60], [-0.71, 4.42, -1.62], [2.66, -6.42, 3.58], [-0.61, 0.06, 0.41], [1.34, -0.02, 1.27], [0.93, 1.13, -1.09], [0.48, 0.33, 0.30], [-0.61, -0.66, -0.46], [-0.40, -0.55, 0.68], [0.01, -0.19, -0.25], [-1.76, 0.46, -1.33], [1.02, 0.06, 0.22], [0.56, 0.02, -0.70]]
}

***

Entry 4:
{
  "formula": "C3H5IN4S",
  "method": "wB97M-V/def2-TZVPD",
  "homo_lumo_gap_ha": [0.251, 0.252],
  "molar_mass_g_mol": 256.07,
  "spin_multiplicity": 1,
  "e_above_lowest_ev": 0.0000,
  "homo_energy_ev": [-8.841, -8.851],
  "elements": ["C", "C", "C", "N", "N", "N", "N", "S", "I", "H", "H", "H", "H", "H"],
  "positions_angstrom": [[-1.378385, -1.630118, 1.261422], [1.974885, 1.813139, -1.032327], [0.108062, 0.033927, 0.193499], [-2.030291, -2.643870, 0.791486], [-1.661175, -2.771849, -0.468767], [-0.877477, -1.848223, -0.852617], [-0.695096, -1.059793, 0.189368], [0.905011, 0.369723, -1.314088], [-1.682414, 2.142412, 0.649447], [-1.695836, -1.171944, 2.135312], [1.633684, 2.777022, -1.494356], [3.079989, 1.643572, -1.246966], [1.878758, 2.060984, 0.004994], [0.440289, 0.285022, 1.183594]],
  "atomic_forces_ev_per_a": [[-0.49, 0.38, -2.20], [0.71, 0.94, 0.26], [-0.07, 2.21, -0.51], [0.23, -0.14, 1.22], [-0.05, -1.07, -2.15], [-0.17, -0.34, -0.82], [-0.50, -0.84, 2.27], [0.24, -0.12, -0.12], [0.73, -0.83, -0.14], [0.33, 1.00, 1.63], [0.01, -1.29, -0.25], [-1.65, -0.16, 0.06], [0.18, -0.04, 0.83], [0.50, 0.31, -0.09]]
}

***

Entry 5:
{
  "formula": "C4H5N3",
  "method": "wB97M-V/def2-TZVPD",
  "homo_lumo_gap_ha": 0.336,
  "molar_mass_g_mol": 95.11,
  "spin_multiplicity": 1,
  "e_above_lowest_ev": 5.0188,
  "homo_energy_ev": -9.161,
  "elements": ["C", "C", "C", "C", "H", "H", "H", "H", "H", "N", "N", "N"],
  "positions_angstrom": [[1.753162, -0.636781, 0.322659], [0.307467, -0.244300, 0.091961], [-0.835733, -1.142268, -0.184704], [-0.476998, 1.001206, 0.155802], [2.445027, 1.141190, -0.646166], [1.743333, -1.679327, 0.716119], [-0.892712, -2.180231, -0.333708], [-2.592014, 1.304984, -0.056506], [-0.476100, 2.285255, 0.038138], [2.826774, 0.250139, -0.171204], [-1.999996, -0.662059, -0.033661], [-1.802208, 0.562189, 0.101267]],
  "atomic_forces_ev_per_a": [[1.93, 5.65, -4.09], [-2.71, 1.54, -0.54], [3.92, -2.02, 1.59], [-0.60, 1.11, -0.65], [-0.11, -1.95, 1.18], [1.46, 1.03, -0.21], [1.03, -1.39, -0.08], [1.90, -2.28, 0.74], [0.88, -4.30, 0.80], [-4.84, -4.15, 2.41], [-2.42, -1.87, -1.39], [-0.43, 8.65, 0.24]]
}

***

Entry 6:
{
  "formula": "C5H12NO",
  "method": "wB97M-V/def2-TZVPD",
  "homo_lumo_gap_ha": 0.211,
  "molar_mass_g_mol": 102.16,
  "spin_multiplicity": 1,
  "smiles": "NCCCCC[O-]",
  "e_above_lowest_ev": 0.7107,
  "charge": -1,
  "homo_energy_ev": -2.058,
  "elements": ["N", "C", "C", "C", "C", "C", "O", "H", "H", "H", "H", "H", "H", "H", "H", "H", "H", "H", "H"],
  "positions_angstrom": [[2.780292, -0.341505, 0.982915], [1.333646, -0.210181, 0.951333], [0.846518, -0.251915, -0.506525], [-0.585099, -0.829823, -0.589707], [-1.648637, 0.049821, 0.059470], [-1.963338, 1.375329, -0.671852], [-3.078248, 1.985839, -0.262536], [3.260027, -0.421677, 1.861591], [3.158399, -0.943521, 0.270992], [0.768497, -0.972016, 1.500149], [1.129891, 0.770340, 1.375976], [1.524875, -0.923610, -1.044834], [0.861624, 0.708929, -0.940961], [-0.869043, -0.994611, -1.619658], [-0.498488, -1.837340, -0.162616], [-2.544412, -0.527182, -0.013196], [-1.439784, 0.235448, 1.112326], [-1.072567, 2.054772, -0.540447], [-1.964153, 1.072910, -1.762419]],
  "atomic_forces_ev_per_a": [[0.42, 0.21, -0.45], [0.12, 0.37, -0.40], [-0.55, -1.37, 0.76], [1.01, 0.30, 0.31], [0.45, -0.31, -0.23], [0.08, 0.41, 0.12], [-0.29, -0.14, 0.06], [-0.23, -0.16, 0.15], [0.00, -0.23, 0.17], [0.21, -0.06, 0.22], [-0.47, -0.02, 0.18], [0.04, 0.10, -0.20], [0.24, 1.14, -0.58], [0.00, 0.10, -0.54], [-0.38, 0.00, 0.25], [-1.01, -0.29, 0.29], [0.00, 0.05, 0.19], [0.26, -0.24, -0.23], [0.09, 0.14, -0.08]]
}

***

Entry 7:
{
  "formula": "C4H10I4N3",
  "method": "wB97M-V/def2-TZVPD",
  "homo_lumo_gap_ha": [0.198, 0.196],
  "molar_mass_g_mol": 607.76,
  "spin_multiplicity": 1,
  "e_above_lowest_ev": 2.2273,
  "charge": 1,
  "homo_energy_ev": [-11.623, -11.600],
  "elements": ["C", "C", "C", "C", "N", "N", "N", "I", "I", "I", "I", "H", "H", "H", "H", "H", "H", "H", "H", "H", "H"],
  "positions_angstrom": [[2.526920, 0.127151, -1.186251], [1.407182, 0.246750, 0.020095], [-2.794765, -0.216478, 0.172589], [-1.677094, -0.473069, 1.118045], [3.609337, 0.855628, -0.686436], [-3.957926, -0.016990, 0.679729], [0.488540, -0.819297, 0.055049], [-1.986270, 1.965386, -0.595106], [-2.774281, -1.492479, -1.549769], [-1.229553, 0.826289, 2.765183], [-1.662574, -2.540196, 1.821632], [2.772332, -0.898487, -1.219233], [2.252513, 0.627740, -2.119828], [1.042461, 1.264027, -0.271712], [2.081381, 0.398218, 0.996565], [4.181743, 0.525273, -0.011154], [3.731916, 1.752789, -1.037195], [-4.017945, 0.543998, 1.497775], [-4.801038, -0.064614, 0.127135], [-0.087566, -0.856491, -0.783957], [0.894696, -1.755157, 0.206849]],
  "atomic_forces_ev_per_a": [[-0.31, 0.96, 2.10], [2.74, 1.93, 0.20], [3.69, 0.59, -2.39], [1.27, -1.48, 2.06], [-1.10, 0.53, -2.27], [-3.29, -0.32, 1.26], [-2.07, 0.29, -0.19], [0.13, -0.36, -0.42], [-0.09, 0.26, 0.17], [-0.22, -0.69, -1.16], [-0.08, 0.81, -0.23], [0.16, -1.30, -0.84], [-0.59, -0.78, 0.11], [-0.76, -1.04, 0.84], [-1.88, -0.78, -2.01], [1.99, -1.06, 2.22], [0.58, 1.47, -0.30], [-0.18, 0.43, 0.74], [0.14, -0.02, -0.13], [0.25, -0.04, -0.14], [-0.38, 0.58, 0.37]]
}